Entry 1:
A 9-piece molecular cluster, C19H56N3O14 overall. Source: the OMol25 dataset; level of theory: ωB97M-V/def2-TZVPD.

Results
Total energy ... -1975.0981 a.u.
E_HOMO ... -5.508 eV
Maximum force ... 1.19 eV Å⁻¹
Total charge ... -1
HOMO-LUMO gap ... 0.28886 Ha
ΔE to the lowest compared entry with this formula, charge and spin ... 0.000 eV
Multiplicity ... 1

Structure (XYZ):
```
92
Properties=species:S:1:pos:R:3:forces:R:3:mulliken_charge:R:1
O 6.843 -18.994 24.057 0.012 0.091 -0.084 -0.62
O 8.876 -16.934 25.181 -0.004 -0.012 -0.252 -0.57
O 8.606 -16.732 28.627 -0.065 -0.016 0.301 -0.29
O 2.030 -20.672 25.715 0.062 -0.045 -0.238 -0.56
O 5.109 -19.936 30.265 0.029 -0.316 -0.101 -0.60
O 3.360 -24.013 31.072 -0.124 0.188 -0.182 -0.30
O 4.833 -19.784 26.004 -0.378 -0.403 -0.059 -0.66
O 7.884 -12.410 28.958 -0.300 0.166 -0.153 -0.26
O 8.287 -22.337 28.074 0.231 -0.014 0.326 -0.45
O 4.081 -16.924 29.921 -0.169 -0.073 0.270 -0.64
O -0.378 -22.581 27.616 -0.005 0.022 0.003 -0.27
O 13.980 -21.533 30.598 0.055 -0.146 0.288 -0.32
O 5.685 -18.075 27.179 0.206 -0.231 -0.423 -0.69
O 3.793 -19.062 27.856 0.158 -0.466 -0.032 -0.87
N 11.849 -21.944 28.702 0.505 0.299 -0.397 -0.17
N 1.686 -22.177 29.369 1.042 -0.454 0.338 -0.13
N 9.423 -14.289 27.341 0.591 0.431 0.038 -0.17
C 0.717 -23.219 29.662 0.182 -0.225 0.656 -0.44
C 12.978 -22.818 28.885 -0.147 -0.658 0.256 -0.64
C 7.180 -21.465 27.958 -0.186 0.203 -0.504 -0.30
C 9.940 -16.530 28.288 -0.015 -0.098 0.142 -0.45
C -0.068 -23.671 28.450 -0.568 0.210 -0.168 -0.72
C 9.255 -12.246 28.785 0.727 0.487 0.395 -0.51
C 4.776 -18.905 27.091 0.079 0.852 0.667 0.86
C 3.063 -22.683 29.095 -0.791 0.101 0.154 -0.48
C 10.600 -22.624 28.461 0.056 -0.351 0.340 -0.75
C 3.887 -22.886 30.348 0.169 -0.589 0.263 -0.12
C 4.252 -24.454 32.055 -0.039 -0.128 0.172 -0.82
C -0.918 -22.994 26.399 -0.365 -0.189 -0.048 -0.80
C 15.059 -20.756 31.041 0.021 0.666 -0.235 -0.72
C 10.271 -15.056 28.250 0.171 -0.089 -0.347 -0.68
C 9.466 -21.638 28.401 -0.252 -0.105 0.098 -0.26
C 7.347 -11.623 29.986 -0.053 -0.289 0.419 -0.75
C 9.687 -12.857 27.477 0.395 -0.089 -0.268 -0.77
C 14.190 -22.036 29.303 0.240 0.203 -0.649 -0.59
C 8.303 -18.106 28.723 -0.354 0.032 -0.098 -0.58
H 9.502 -17.527 24.757 0.015 -0.050 -0.008 0.27
H 0.041 -22.887 30.457 -0.134 0.350 -0.316 0.49
H 2.992 -23.671 28.628 -0.064 0.156 -0.238 0.26
H 5.041 -25.086 31.624 0.052 0.107 0.022 0.28
H 10.678 -23.184 27.525 -0.046 0.119 -0.087 0.26
H 9.742 -14.522 26.404 -0.542 -0.285 -0.061 0.15
H 4.681 -19.645 29.432 -0.054 0.050 0.029 0.20
H 1.789 -21.585 30.185 -0.277 0.175 -0.135 0.24
H 13.185 -23.383 27.969 0.024 0.260 -0.117 0.36
H 7.214 -20.992 26.969 -0.168 0.103 0.074 0.33
H 10.598 -16.968 29.063 0.017 -0.148 -0.182 0.32
H 8.991 -18.606 29.423 0.024 -0.050 -0.129 0.38
H 7.442 -12.122 30.961 0.175 0.098 -0.059 0.27
H 6.279 -11.498 29.811 0.037 0.054 -0.166 0.24
H 4.937 -23.116 30.116 -0.061 0.255 -0.199 0.34
H -0.193 -23.558 25.792 0.062 0.131 0.023 0.29
H 4.549 -19.585 30.961 0.044 0.249 -0.057 0.26
H 2.043 -21.297 24.986 0.025 -0.035 -0.011 0.28
H 7.152 -20.674 28.712 0.125 -0.134 0.141 0.15
H 0.464 -24.439 27.873 0.116 0.019 0.029 0.31
H 8.018 -17.343 24.990 0.058 0.037 0.261 0.30
H 14.340 -21.207 28.592 -0.065 0.015 0.094 0.33
H 6.266 -22.049 28.044 0.022 -0.051 -0.050 0.05
H 14.910 -20.505 32.088 0.005 -0.223 0.071 0.24
H 12.780 -23.601 29.644 0.059 0.141 0.054 0.32
H 3.271 -16.905 30.439 -0.058 0.030 -0.045 0.27
H 10.375 -23.371 29.243 -0.020 0.031 -0.033 0.31
H -1.251 -22.108 25.862 0.157 0.019 -0.061 0.24
H 5.677 -19.625 25.563 0.063 0.074 0.100 0.30
H 3.540 -21.989 28.403 0.153 0.024 0.055 -0.03
H 10.205 -14.639 29.255 -0.161 -0.066 0.019 0.34
H 7.279 -18.213 29.072 0.022 0.161 0.105 0.20
H 15.106 -22.643 29.249 -0.102 -0.131 0.224 0.47
H 15.107 -19.799 30.494 0.009 -0.173 -0.033 0.30
H 9.846 -12.605 29.647 -0.298 -0.346 -0.094 0.33
H 9.346 -21.177 29.394 0.031 0.162 -0.102 0.23
H 11.339 -15.010 27.949 -0.069 0.192 0.164 0.30
H 11.829 -21.271 29.457 -0.347 -0.110 0.120 0.24
H 5.994 -18.575 23.864 0.006 0.055 0.039 0.35
H 3.875 -22.025 31.022 0.044 0.165 -0.204 0.18
H 8.318 -18.574 27.729 0.276 -0.032 0.097 0.20
H -1.796 -23.654 26.535 0.088 0.093 0.063 0.34
H 7.065 -19.499 23.270 -0.025 -0.033 -0.013 0.23
H 3.687 -25.048 32.775 0.048 -0.014 -0.003 0.25
H 4.720 -23.615 32.585 0.004 -0.034 0.003 0.32
H 10.768 -12.645 27.334 -0.093 0.141 0.228 0.37
H 2.957 -20.393 25.812 -0.132 0.053 0.214 0.42
H -1.025 -24.095 28.802 0.200 -0.354 -0.049 0.39
H 1.178 -24.109 30.112 0.046 -0.056 -0.157 0.21
H 10.155 -17.018 27.324 0.070 0.122 0.060 0.25
H 3.944 -17.653 29.288 0.131 0.098 -0.408 0.42
H 9.693 -20.844 27.679 -0.095 -0.009 -0.036 0.31
H 9.533 -11.174 28.755 -0.263 -0.043 -0.184 0.43
H 16.017 -21.266 30.891 0.000 -0.105 0.159 0.29
H 9.174 -12.295 26.691 -0.147 -0.285 -0.088 0.38
H 7.842 -10.645 30.037 -0.102 0.060 -0.012 0.33
```
Forces are in eV/Å.

=====

Entry 2:
An isolated ion of composition C7H12N and charge +1. Source: the OMol25 dataset; level of theory: ωB97M-V/def2-TZVPD.

Results
Total energy ... -328.1806 a.u.
E_HOMO ... -12.786 eV
Maximum force ... 6.74 eV Å⁻¹
Total charge ... +1
HOMO-LUMO gap ... 0.30219 Ha
ΔE to the lowest compared entry with this formula, charge and spin ... 6.754 eV
Multiplicity ... 1

Structure (XYZ):
```
20
Properties=species:S:1:pos:R:3:forces:R:3:nbo_charge:R:1
N 0.201 -1.347 -0.815 -3.866 2.440 -2.843 -0.36
C 0.015 0.071 -0.210 2.143 -5.271 3.622 -0.15
C 0.479 -1.095 -2.262 -2.086 -0.164 0.205 -0.41
C -1.195 -1.982 -0.768 -0.647 0.486 1.981 -0.43
C 0.103 -0.011 1.131 -0.771 1.606 -2.411 -0.10
C 0.773 1.389 1.857 1.304 1.470 2.769 -0.01
C 0.228 2.796 2.041 -0.848 -1.806 1.150 -0.66
C -0.011 0.307 2.393 0.529 0.795 0.296 0.04
H -0.817 2.767 2.328 -0.160 0.028 0.088 0.24
H -0.299 0.683 -0.957 -1.138 2.127 -1.362 0.24
H -0.457 -0.756 -2.745 0.378 0.063 0.488 0.22
H 0.643 -2.029 -2.688 0.986 -1.468 -1.074 0.23
H 0.790 3.302 2.828 0.179 -0.109 -0.098 0.27
H 0.764 -2.064 -0.452 1.779 -0.338 1.200 0.44
H 1.892 1.503 1.776 -1.071 -1.211 -0.787 0.25
H 1.196 -0.348 -2.406 1.453 0.667 -0.116 0.24
H -1.257 -2.869 -1.332 0.471 -1.102 -1.038 0.23
H -2.003 -1.307 -1.161 1.098 -0.302 0.732 0.24
H -1.361 -2.324 0.298 -0.081 0.851 -1.104 0.24
H 0.316 3.313 1.146 0.346 1.237 -1.698 0.23
```
Forces are in eV/Å.

=====

Entry 3:
A 10-piece molecular cluster, CH24O10 overall. Source: the OMol25 dataset; level of theory: ωB97M-V/def2-TZVPD.

Results
Total energy ... -804.0693 a.u.
E_HOMO ... -15.327 eV
Maximum force ... 4.37 eV Å⁻¹
Total charge ... +2
HOMO-LUMO gap ... 0.24736 Ha
ΔE to the lowest compared entry with this formula, charge and spin ... 0.000 eV
Multiplicity ... 1

Structure (XYZ):
```
35
Properties=species:S:1:pos:R:3:forces:R:3:nbo_charge:R:1
O -1.997 3.496 -0.435 0.296 -0.069 -0.376 -0.91
O -2.211 0.393 -2.594 0.825 -0.370 -0.168 -0.97
O 0.696 -0.863 -0.543 0.593 -1.935 -2.454 -1.07
O -1.508 0.371 3.961 -0.289 -0.045 -0.231 -0.95
O 0.963 2.125 3.071 -0.515 -0.294 0.006 -0.95
O -1.982 -2.096 3.012 -0.230 -0.845 -0.969 -0.96
O -0.889 -3.079 -1.008 -0.812 -1.547 -0.086 -0.73
O 3.043 -1.715 -1.271 1.630 -1.496 -0.736 -0.74
O 3.223 1.167 1.019 0.012 -0.310 0.073 -0.92
O 0.469 0.135 -3.368 1.191 -0.030 -0.779 -0.75
C 0.012 0.115 0.141 -0.744 1.031 1.812 -0.27
H -1.028 0.200 -0.176 -0.221 -0.017 -0.043 0.14
H -0.452 -2.299 -0.661 1.917 2.938 1.426 0.57
H -1.695 -2.809 -1.454 -0.844 -0.247 -0.288 0.55
H 0.704 2.757 2.401 -0.009 0.403 -0.006 0.46
H -2.560 -0.447 -2.295 -0.494 -0.051 -0.011 0.47
H -1.008 0.659 4.725 0.138 0.086 0.316 0.50
H -1.866 -1.215 3.367 0.023 0.665 0.631 0.49
H 0.305 -0.632 -3.922 -0.165 -0.450 -0.707 0.55
H -2.768 1.048 -2.173 -0.226 0.374 0.052 0.51
H -1.521 2.934 0.176 0.058 -0.038 0.338 0.46
H 3.417 2.017 0.623 0.237 0.441 -0.027 0.49
H 2.188 -1.445 -0.928 -3.339 1.810 2.168 0.56
H -1.103 -2.365 2.745 0.215 -0.178 0.221 0.44
H 2.829 -2.085 -2.130 0.676 -0.379 -0.762 0.54
H -0.265 -3.492 -1.609 0.150 -0.762 -0.477 0.55
H 0.094 -0.025 -2.499 -0.536 -0.215 2.216 0.58
H 2.744 0.690 0.341 -0.396 -0.039 -0.007 0.44
H -2.722 2.952 -0.746 -0.410 0.120 0.101 0.45
H 1.782 1.751 2.745 0.465 -0.160 -0.076 0.49
H 3.651 -0.977 -1.344 0.724 0.603 0.002 0.57
H 0.406 1.131 0.163 0.562 0.264 -0.960 0.16
H 0.069 0.910 -3.769 -0.594 0.994 -0.423 0.58
H -1.031 0.730 3.213 0.330 0.404 -0.005 0.47
H 0.012 -0.036 1.220 -0.219 -0.656 0.227 0.19
```
Forces are in eV/Å.

=====

Entry 4:
C13H18AuCeI2O4SSi as an isolated structure. Source: the OMol25 dataset; level of theory: ωB97M-V/def2-TZVPD.

Results
Total energy ... -2699.1794 a.u.
E_HOMO (alpha / beta) ... -21.259 / -19.762 eV
Maximum force ... 7.22 eV Å⁻¹
Total charge ... +4
HOMO-LUMO gap (alpha / beta) ... 0.24114 / 0.07895 Ha
Multiplicity ... 4

Structure (XYZ):
```
41
Properties=species:S:1:pos:R:3:forces:R:3:mulliken_spin:R:1
Au -0.671 1.828 -1.299 1.503 -0.571 -0.902 0.47
Ce 0.711 -1.513 -0.745 1.432 -0.643 -2.038 1.01
I 5.119 -3.902 -0.416 -0.643 0.451 0.430 0.45
I 3.172 -2.473 0.835 1.718 -0.816 0.403 0.11
S 1.103 0.729 -2.373 -0.202 0.733 0.676 0.02
Si -0.029 0.070 4.162 -1.436 0.666 1.498 0.07
O -2.880 -1.813 -1.735 5.026 0.586 0.798 0.00
O -1.654 2.531 1.586 1.297 -0.002 -4.467 -0.02
O -3.379 3.404 -1.387 4.192 -2.388 0.208 -0.01
O -1.887 -2.994 1.420 3.519 1.228 -3.031 0.00
C 0.663 0.261 -4.126 -0.498 -0.166 -1.163 0.01
C -1.744 -1.684 -1.548 -6.319 -0.525 -1.518 0.00
C 1.482 0.997 4.760 1.351 0.270 0.068 0.15
C -1.269 2.428 0.505 -0.707 -0.036 6.816 0.24
C 1.220 -1.141 -4.390 0.248 0.252 0.230 0.01
C 1.348 1.302 -5.018 0.238 0.191 0.281 0.01
C 0.210 -0.373 1.108 -0.333 0.899 1.395 0.03
C -2.380 2.828 -1.384 -6.042 3.387 -2.034 0.21
C -0.102 -1.619 4.975 0.598 -1.050 0.064 0.13
C -1.566 1.053 4.585 0.131 -0.013 -0.658 0.00
C -1.044 -2.677 0.694 -4.265 -2.067 4.039 0.00
C 0.094 -0.164 2.326 0.274 -0.237 -0.849 0.02
C -0.848 0.314 -4.310 0.031 -0.069 0.000 0.02
H 1.655 0.813 5.829 -0.218 -0.096 -0.225 0.00
H 0.960 2.310 -4.823 0.089 -0.214 -0.077 0.00
H -1.447 1.560 5.553 0.056 -0.166 -0.235 0.00
H 2.431 1.305 -4.856 -0.166 0.045 -0.112 0.00
H -1.221 1.320 -4.099 -0.048 -0.028 -0.182 0.00
H 2.304 -1.163 -4.224 -0.179 -0.092 -0.119 0.00
H -1.081 0.070 -5.354 -0.066 0.061 0.245 0.00
H 1.364 2.077 4.607 -0.320 -0.163 -0.070 0.01
H -2.450 0.406 4.643 0.112 0.087 0.003 0.01
H 0.736 -1.910 -3.764 -0.068 0.005 -0.131 0.00
H 2.366 0.668 4.199 -0.101 -0.059 0.162 0.00
H -1.752 1.811 3.811 -0.086 -0.101 0.485 0.00
H -1.367 -0.397 -3.657 0.020 0.026 -0.221 0.00
H 1.030 -1.403 -5.440 0.047 -0.025 0.268 0.00
H -0.442 -1.543 6.017 0.074 0.315 -0.246 0.00
H 1.158 1.062 -6.071 -0.024 -0.055 0.190 0.01
H 0.883 -2.104 4.972 -0.176 0.133 0.054 0.00
H -0.797 -2.273 4.431 -0.062 0.246 -0.033 0.01
```
Forces are in eV/Å.

=====

Entry 5:
A 2-piece molecular cluster, C5H9NO overall. Source: the OMol25 dataset; level of theory: ωB97M-V/def2-TZVPD.

Results
Total energy ... -325.6908 a.u.
E_HOMO ... -8.483 eV
Maximum force ... 4.23 eV Å⁻¹
Total charge ... 0
HOMO-LUMO gap ... 0.33582 Ha
ΔE to the lowest compared entry with this formula, charge and spin ... 6.715 eV
Multiplicity ... 1

Structure (XYZ):
```
16
Properties=species:S:1:pos:R:3:forces:R:3:nbo_charge:R:1
O 0.206 1.610 -0.777 -0.310 -0.486 -0.751 -0.39
N -0.073 1.118 0.609 1.143 1.374 0.593 -0.19
C 0.540 0.339 -0.440 2.668 -0.715 3.202 0.43
C -1.483 0.766 0.732 -0.043 -0.427 -0.783 -0.27
C -0.287 -0.869 -0.525 -1.951 -1.241 -3.385 -0.50
C 2.759 -0.169 0.165 -3.807 0.452 -1.080 -0.58
C -1.734 -0.337 -0.343 -0.738 1.172 0.160 -0.43
H 3.110 -0.123 -0.849 0.564 0.100 0.065 0.20
H -0.282 -1.414 -1.510 0.407 0.453 0.822 0.22
H -1.545 0.233 1.665 0.141 -0.008 0.754 0.20
H 0.077 -1.550 0.206 0.106 -0.432 0.794 0.23
H -2.141 1.653 0.839 0.445 -0.540 -0.567 0.22
H 2.574 0.718 0.721 0.762 0.670 0.346 0.21
H -2.032 0.111 -1.340 -0.047 -0.644 1.257 0.22
H 2.837 -1.093 0.737 -0.219 0.153 -0.366 0.19
H -2.526 -0.992 0.110 0.877 0.119 -1.062 0.22
```
Forces are in eV/Å.